Computed, not measured: a cluster of 8 separate species, C5H28NO7S in total at a distorted geometry, with ωB97M-V with the def2-TZVPD basis set.

Last columns: bonded neighbours and bond lengths (Å).
Element x y z (Å)
1 C -3.493 -1.108 0.065  C2 1.541, H8 1.093, H9 1.091, H10 1.087
2 C -2.187 -0.294 0.140  C1 1.541, C3 1.534, N7 1.523, H11 1.086
3 C -2.334 0.669 1.325  C2 1.534, C4 1.540, H12 1.089, H13 1.090
4 C -2.447 2.122 0.824  C3 1.540, S5 1.772, H14 1.098, H15 1.094
5 S -0.942 2.880 0.277  C4 1.772, C6 1.805
6 C -0.059 3.439 1.749  S5 1.805, H16 1.091, H17 1.083, H18 1.091
7 N -1.030 -1.283 0.172  C2 1.523, H19 1.018, H20 1.023, H21 1.080
8 H -4.263 -0.352 -0.106  C1 1.093
9 H -3.723 -1.557 1.032  C1 1.091
10 H -3.553 -1.846 -0.731  C1 1.087
11 H -2.088 0.179 -0.832  C2 1.086
12 H -3.247 0.505 1.895  C3 1.089
13 H -1.515 0.576 2.037  C3 1.090
14 H -3.054 2.101 -0.091  C4 1.098
15 H -3.026 2.790 1.469  C4 1.094
16 H -0.789 4.044 2.289  C6 1.091
17 H 0.762 3.989 1.306  C6 1.083
18 H 0.306 2.617 2.366  C6 1.091
19 H -1.400 -2.231 0.156  N7 1.018
20 H -0.503 -1.134 -0.691  N7 1.023
21 H -0.248 -1.109 0.897  N7 1.080
22 H 3.361 -0.869 -0.242  O24 0.969
23 H 4.419 0.100 0.212  O24 0.966
24 O 3.460 0.013 0.146  H22 0.969, H23 0.966
25 H 1.986 -0.077 -1.177  O27 0.967
26 H 1.928 1.399 -1.226  O27 0.965
27 O 1.397 0.632 -1.470  H25 0.967, H26 0.965
28 H 2.209 -0.979 -3.702  O30 0.956
29 H 1.753 0.490 -3.780  O30 0.958
30 O 2.484 -0.102 -3.963  H28 0.956, H29 0.958
31 H 1.575 0.211 1.158  O33 0.975
32 H 1.191 -0.942 2.014  O33 1.008
33 O 0.792 -0.090 1.653  H31 0.975, H32 1.008
34 H -1.076 -0.403 -3.526  O36 0.965
35 H -0.660 0.335 -2.222  O36 0.957
36 O -0.548 -0.475 -2.721  H34 0.965, H35 0.957
37 H 3.034 -1.563 2.979  O39 0.962
38 H 2.759 -2.771 1.976  O39 0.959
39 O 2.382 -2.025 2.444  H37 0.962, H38 0.959
40 H 1.404 -2.831 -1.118  O42 0.961
41 H 2.659 -2.481 -1.940  O42 0.961
42 O 2.326 -2.570 -1.042  H40 0.961, H41 0.961

**Spin multiplicity**: 2
**Orbital gap (alpha / beta)**: 10.25 / 5.00 eV
**HOMO (alpha / beta)**: -15.905 / -15.899 eV
**Net charge**: +2
**E_LUMO (alpha / beta)**: -5.651 / -10.901 eV
**F_max**: 1.9 eV Å⁻¹

List of natural (NBO) charges in e, atom by atom:
1 C -0.63
2 C -0.05
3 C -0.43
4 C -0.62
5 S 0.90
6 C -0.79
7 N -0.73
8 H 0.24
9 H 0.24
10 H 0.24
11 H 0.21
12 H 0.27
13 H 0.26
14 H 0.26
15 H 0.30
16 H 0.29
17 H 0.28
18 H 0.30
19 H 0.44
20 H 0.46
21 H 0.47
22 H 0.49
23 H 0.51
24 O -0.99
25 H 0.49
26 H 0.49
27 O -0.98
28 H 0.45
29 H 0.48
30 O -0.93
31 H 0.51
32 H 0.52
33 O -1.01
34 H 0.50
35 H 0.47
36 O -0.96
37 H 0.51
38 H 0.51
39 O -0.97
40 H 0.48
41 H 0.50
42 O -0.96